1.
Formula: C6H26N2O5
Source: OMol25
Level of theory: ωB97M-V with the def2-TZVPD basis set

## Properties
calculated total energy: -729.90792 Ha
frontier orbital gap: 9.6 eV
SMILES: CN(C)CCCCN.O.O.O.O.O
energy relative to the best compared isomer or geometry (same formula, charge and spin): 15.6 kcal per mole
highest occupied orbital energy: -9.06 eV

The geometry in XYZ format:
```
39
C6H26N2O5 ωB97M-V with the def2-TZVPD basis set
C -0.7508 -1.0880 0.7732
N -0.2385 -0.1233 1.7695
C -0.2369 -0.7364 3.1131
C 1.1153 0.3900 1.3990
C 1.0285 1.7546 0.7045
C 0.7194 1.6914 -0.7863
C 1.7274 0.8926 -1.5965
N 3.1441 1.2762 -1.4361
H -0.1305 -1.9960 0.7684
H -0.6872 -0.6625 -0.1902
H -1.7819 -1.3037 0.9404
H 0.4700 -1.5828 3.2220
H 0.0331 0.0399 3.8632
H -1.2041 -1.0370 3.4248
H 1.6612 -0.3306 0.7638
H 1.7393 0.4633 2.3500
H 0.2568 2.3023 1.2366
H 1.9566 2.2956 0.8993
H -0.2981 1.2913 -0.9356
H 0.5988 2.7400 -1.1929
H 1.6642 -0.1720 -1.4008
H 1.5231 0.9745 -2.6979
H 3.4632 1.1224 -0.4976
H 3.2776 2.2943 -1.6428
O 0.0199 -2.5376 -2.2458
H -0.3345 -3.4511 -2.4198
H -0.7977 -1.9932 -2.1562
O 2.0775 -2.5914 -0.5379
H 1.2524 -2.5482 -1.1585
H 2.8251 -2.4649 -1.1080
O -2.3569 -1.3035 -2.1838
H -2.6569 -0.5448 -1.5731
H -2.5530 -0.9917 -3.0810
O -3.2224 0.8753 -0.8498
H -4.1937 0.9601 -0.7219
H -2.7761 1.2414 -0.0565
O -2.2181 1.8688 1.4237
H -1.3783 1.2591 1.5918
H -2.7378 1.7258 2.2256
```

---

2.
Formula: C28H30BCaFN9O
Source: OMol25
Level of theory: ωB97M-V with the def2-TZVPD basis set

## Properties
spin multiplicity: 2
calculated total energy: -2455.48216 Ha
frontier orbital gap (alpha / beta): 7.1 / 6.0 eV
energy relative to the best compared isomer or geometry (same formula, charge and spin): 8.7 kcal per mole
highest occupied orbital energy (alpha / beta): -6.64 / -6.64 eV
⟨S²⟩: 0.788

The geometry in XYZ format:
```
71
C28H30BCaFN9O ωB97M-V with the def2-TZVPD basis set
Ca 0.1103 0.0700 -0.8309
C 0.4811 4.7786 0.5422
C 1.7292 4.3828 0.0775
C 1.9073 4.0851 -1.2702
C 0.8360 4.1786 -2.1495
C -0.4142 4.5668 -1.6832
C -0.5912 4.8702 -0.3390
H 0.3435 5.0196 1.5897
H 2.5669 4.3210 0.7646
H 2.8845 3.8025 -1.6423
H 0.9836 3.9611 -3.1995
H -1.2498 4.6431 -2.3690
H -1.5661 5.1748 0.0244
C 1.4254 -3.4636 -3.3441
C 0.9886 -2.1400 -3.2271
N 1.1020 -1.7080 -1.9779
N 1.6149 -2.7510 -1.2592
C 1.8160 -3.8137 -2.0691
B 1.8863 -2.5087 0.2609
N 2.7518 -1.2102 0.4043
C 4.0618 -1.1521 0.7256
C 4.4653 0.1642 0.6736
C 3.3122 0.8628 0.2927
N 2.2837 0.0353 0.1255
N 0.5280 -2.3412 1.0273
C -0.1318 -3.3044 1.7060
C -1.2682 -2.7516 2.2524
C -1.2329 -1.4124 1.8441
N -0.1539 -1.1658 1.1083
N 2.6550 -3.6375 0.9552
C 2.8966 -3.6520 2.2936
C 3.6541 -4.7576 2.5724
C 3.8295 -5.3775 1.3156
N 3.2319 -4.7041 0.3476
H 1.4528 -4.0782 -4.2288
H 0.5977 -1.4793 -3.9867
H 2.2379 -4.7250 -1.6807
H 4.6213 -2.0443 0.9622
H 5.4482 0.5577 0.8789
H 3.1799 1.9235 0.1312
H 0.2461 -4.3151 1.7508
H -2.0146 -3.2447 2.8557
H -1.9479 -0.6254 2.0308
H 2.5184 -2.8712 2.9384
H 4.0250 -5.0772 3.5335
H 4.3657 -6.2863 1.0788
N -1.4268 1.3627 -4.6690
C -1.2811 1.0420 -3.3698
O -0.1797 1.2114 -2.8110
C -2.4984 0.4959 -2.6501
C -2.1052 -0.5358 -1.5804
H -0.6555 1.7587 -5.1773
H -2.3065 1.2324 -5.1315
H -3.2164 0.1631 -3.4153
H -2.9564 1.3766 -2.1756
H -1.9808 -1.5152 -2.0659
H -2.9184 -0.6427 -0.8499
F -6.1937 1.1931 4.1460
C -5.1192 1.3864 3.3670
C -3.9003 1.6566 3.9676
C -2.7973 1.8573 3.1647
C -2.8936 1.8010 1.7529
C -1.7743 2.0178 0.9334
C -4.1614 1.5051 1.1938
C -5.2667 1.3003 1.9916
H -3.8372 1.7025 5.0473
H -1.8315 2.0603 3.6143
H -1.8832 2.0639 -0.1441
H -0.7992 2.2180 1.3643
H -4.2473 1.4227 0.1161
H -6.2377 1.0665 1.5742
```